# 1
Density functional theory data (ωB97M-V/def2-TZVPD) for a 2-piece molecular cluster, CH9N2O overall.

The geometry in ORCA input format:
```
! wB97M-V def2-TZVPD RIJCOSX def2/J DEFGRID3
* xyz 1 1
N 1.23718 -1.81699 -0.38351
H 2.22485 -1.64300 -0.31058
H 1.00712 -2.03211 -1.34173
H 0.57651 -0.38051 0.80582
H 0.83895 -2.53901 0.20040
N 0.17939 0.58585 0.69471
C -1.01392 0.69905 -0.17717
O -1.13369 2.09457 -0.36665
H -0.07349 1.03219 1.58694
H 1.00202 1.16848 0.34924
H -1.69732 0.11815 0.47118
H -1.11711 0.26425 -1.15603
H -2.03049 2.44907 -0.37263
*
```

Output
E_tot: -6203.669 eV
energy above the lowest of the compared OMol25 structures with the same formula, charge and spin: 0.949 eV
E_HOMO: -14.9855 eV
LUMO: -3.41 eV

=====

# 2
Density functional theory data (ωB97M-V/def2-TZVPD) for a 3-piece molecular cluster, CH9N2O2 overall.

The geometry in ORCA input format:
```
! wB97M-V def2-TZVPD RIJCOSX def2/J DEFGRID3
* xyz 1 1
N -2.07795 -0.50629 -0.07782
C -1.07746 -1.09741 0.51900
N -0.53476 -0.67068 1.63286
H -2.41474 -0.89111 -0.94222
H -2.42166 0.33644 0.36049
H -0.49080 -1.82804 -0.02186
H 0.08901 -1.27794 2.12576
H -0.90422 0.13897 2.10991
H 1.04982 1.39408 -5.60454
H 2.16479 1.80957 -4.62428
O 1.42048 1.21370 -4.73567
H 2.55800 0.73508 2.93832
H 1.54010 0.41761 3.94594
O 1.60871 0.54643 2.98860
*
```

Output
E_tot: -8252.012 eV
energy above the lowest of the compared OMol25 structures with the same formula, charge and spin: 1.054 eV
E_HOMO: -13.6824 eV
LUMO: -3.64 eV